(1)
{"formula": "C2H4", "method": "the ωB97M-V functional and the def2-TZVPD basis", "symbols": ["C", "C", "H", "H", "H", "H"], "xyz": [[-0.605, 0.009, -0.024], [0.661, -0.024, -0.064], [-1.247, -0.836, 0.075], [-1.138, 0.914, -0.093], [1.050, -0.906, -0.030], [1.280, 0.842, 0.137]], "nbo_charge": [-0.357, -0.374, 0.185, 0.178, 0.175, 0.193], "smiles": "C=C", "homo_energy_ha": -0.3819, "e_above_lowest_kcal_mol": 14.1, "total_energy_ev": -2137.28999, "molar_mass_g_mol": 28.05}

=====

(2)
{"formula": "C3H6N4", "method": "the ωB97M-V functional and the def2-TZVPD basis", "symbols": ["C", "C", "C", "N", "N", "N", "N", "H", "H", "H", "H", "H", "H"], "xyz": [[-1.905, 0.476, 0.368], [-1.439, 1.146, -0.805], [-0.908, -0.419, 0.685], [-0.274, 0.723, -1.156], [-0.022, -0.294, -0.353], [2.083, -0.389, 0.634], [1.151, -1.000, -0.232], [-2.896, 0.621, 0.732], [-1.850, 1.928, -1.378], [-0.512, -1.007, 1.514], [2.439, 0.432, 0.216], [2.648, -1.144, 0.935], [1.485, -1.076, -1.160]], "nbo_charge": [-0.342, -0.052, -0.046, -0.279, -0.046, -0.682, -0.297, 0.227, 0.205, 0.240, 0.356, 0.373, 0.343], "smiles": "NNn1cccn1", "homo_energy_ha": -0.3337, "e_above_lowest_kcal_mol": 69.8, "total_energy_ev": -9165.82730, "molar_mass_g_mol": 98.11}

=====

(3)
{"formula": "C4H13NOS", "method": "the ωB97M-V functional and the def2-TZVPD basis", "symbols": ["C", "C", "S", "C", "N", "C", "H", "H", "H", "H", "H", "H", "H", "H", "H", "H", "H", "H", "H", "O"], "xyz": [[-0.506, 1.052, 0.810], [0.977, 1.428, 1.132], [1.618, 0.051, 2.205], [-0.464, 0.088, -0.384], [-1.798, -0.484, -0.605], [-2.553, -0.053, -1.793], [-1.002, 0.632, 1.786], [-1.013, 2.148, 0.589], [0.998, 2.394, 1.651], [1.575, 1.526, 0.251], [2.826, 0.552, 2.333], [-0.231, 0.706, -1.351], [0.276, -0.643, -0.110], [-2.336, -0.315, 0.235], [-2.856, 0.984, -1.885], [-3.499, -0.635, -1.848], [-1.866, -0.336, -2.631], [0.958, -2.843, -2.655], [0.486, -1.497, -2.239], [0.956, -1.899, -2.970]], "nbo_charge": [-0.425, -0.495, -0.068, -0.250, -0.639, -0.416, 0.218, 0.213, 0.215, 0.211, 0.121, 0.195, 0.199, 0.351, 0.168, 0.204, 0.197, 0.467, 0.465, -0.932], "smiles": "CNCCCS.O", "homo_energy_ha": -0.3225, "e_above_lowest_kcal_mol": 37.9, "total_energy_ev": -18730.36831, "molar_mass_g_mol": 123.22}

=====

(4)
{"formula": "C35H23Br2CsN4O3", "method": "the ωB97M-V functional and the def2-TZVPD basis", "symbols": ["Cs", "Br", "C", "C", "C", "C", "O", "C", "C", "N", "C", "C", "C", "C", "C", "C", "C", "C", "N", "C", "C", "H", "H", "H", "H", "H", "H", "H", "H", "H", "H", "Br", "C", "C", "N", "C", "C", "C", "C", "O", "O", "H", "H", "H", "N", "C", "C", "C", "C", "C", "C", "C", "C", "C", "C", "C", "C", "C", "H", "H", "H", "H", "H", "H", "H", "H", "H", "H"], "xyz": [[0.685, 0.239, -0.581], [5.112, 6.646, 0.528], [4.110, 5.173, -0.188], [4.796, 4.097, -0.768], [4.084, 3.063, -1.303], [2.637, 3.029, -1.357], [2.041, 2.077, -1.901], [1.978, 4.154, -0.715], [0.551, 4.327, -0.630], [-0.367, 3.723, -1.284], [-1.648, 4.216, -1.275], [-1.896, 5.580, -1.393], [-3.194, 6.101, -1.448], [-4.285, 5.276, -1.393], [-4.093, 3.881, -1.298], [-5.178, 2.978, -1.259], [-4.938, 1.634, -1.191], [-3.603, 1.192, -1.161], [-2.574, 1.997, -1.183], [-2.780, 3.330, -1.250], [2.743, 5.184, -0.141], [5.879, 4.086, -0.769], [4.601, 2.215, -1.735], [0.249, 5.113, 0.083], [-1.052, 6.252, -1.479], [-3.333, 7.172, -1.547], [-5.291, 5.678, -1.433], [-6.190, 3.367, -1.287], [-5.754, 0.924, -1.168], [-3.375, 0.130, -1.118], [2.229, 6.016, 0.329], [3.393, -0.910, 6.991], [1.902, -0.298, 5.961], [0.789, 0.168, 6.639], [-0.290, 0.610, 6.001], [-0.275, 0.587, 4.666], [0.800, 0.137, 3.912], [1.928, -0.318, 4.582], [0.767, 0.115, 2.369], [1.831, -0.232, 1.820], [-0.313, 0.439, 1.842], [0.762, 0.186, 7.723], [-1.162, 0.944, 4.159], [2.771, -0.666, 4.000], [-0.334, -2.425, -1.684], [-0.046, -3.611, -1.411], [-1.150, -4.655, -1.265], [-2.302, -4.355, -0.538], [-3.383, -5.223, -0.525], [-3.345, -6.404, -1.259], [-2.207, -6.715, -1.989], [-1.115, -5.856, -1.978], [1.370, -4.143, -1.284], [2.411, -3.481, -1.932], [3.720, -3.919, -1.810], [4.020, -5.028, -1.025], [2.995, -5.685, -0.360], [1.683, -5.248, -0.491], [-2.334, -3.413, -0.004], [-4.268, -4.974, 0.051], [-4.201, -7.071, -1.265], [-2.171, -7.632, -2.568], [-0.222, -6.105, -2.540], [2.163, -2.610, -2.526], [4.516, -3.387, -2.319], [5.044, -5.369, -0.927], [3.220, -6.542, 0.267], [0.887, -5.761, 0.036]], "mulliken_charge": [1.213, -0.315, -0.134, -0.324, -0.840, 0.038, -0.866, 1.039, -0.453, -0.269, 0.021, -0.264, -0.635, -0.904, 1.167, -0.611, -0.663, -0.352, -0.247, 0.058, -0.514, 0.369, 0.394, 0.400, 0.500, 0.354, 0.324, 0.360, 0.365, 0.573, 0.363, -0.253, 0.082, -0.134, -0.685, -0.042, -0.128, -0.266, 0.727, -0.878, -0.885, 0.349, 0.444, 0.495, -0.817, -0.673, 0.314, -0.320, -0.565, -0.361, -0.605, -0.152, 0.521, -0.432, -0.542, -0.349, -0.622, -0.222, 0.417, 0.350, 0.341, 0.336, 0.405, 0.541, 0.370, 0.346, 0.347, 0.399], "homo_energy_ha": -0.0375, "e_above_lowest_kcal_mol": 18.3, "charge": -2, "total_energy_ev": -189405.96109, "molar_mass_g_mol": 840.31}